(1)
15
Properties=species:S:1:pos:R:3 method="wB97M-V/def2-TZVPD" max_force_ev_per_a=5.30 lumo_energy_ev=0.65 gap_ev=9.5372 energy_ev=-7828.60914 smiles="CC(=O)N(C)C"
C -0.08978 1.66684 0.81768
C 0.02010 0.97454 -0.45918
O 0.22045 1.49160 -1.54289
N 0.04996 -0.43206 -0.39744
C -0.59630 -1.20043 -1.44347
C 0.38047 -0.84398 0.87170
H 1.11675 1.16122 1.07495
H -0.61713 1.30534 1.68319
H 0.25938 2.68837 0.79666
H -1.17326 -1.98187 -0.94796
H -1.19795 -0.56394 -2.08145
H 0.10320 -1.66523 -2.14460
H 0.74196 0.13486 1.25752
H 1.18465 -1.58467 0.93412
H -0.40248 -1.15060 1.58117

---

(2)
15
Properties=species:S:1:pos:R:3 method="wB97M-V/def2-TZVPD" max_force_ev_per_a=1.46 lumo_energy_ev=0.85 gap_ev=9.9609 energy_ev=-7831.56732 smiles="CC(=O)N(C)C"
C -0.82941 -1.76154 -0.27261
C 0.12608 -0.72660 0.26412
O 1.00018 -1.07540 1.03491
N -0.09204 0.58580 -0.06412
C -0.82938 0.94848 -1.26744
C 0.65126 1.60840 0.67426
H -1.25624 -2.26501 0.58588
H -0.31292 -2.45319 -0.92796
H -1.66368 -1.36042 -0.84516
H -1.89803 0.81377 -1.12092
H -0.63624 1.98978 -1.49738
H -0.49554 0.33598 -2.10916
H 1.11628 1.14422 1.52506
H -0.07200 2.33458 1.07094
H 1.30801 2.13312 -0.01300

---

(3)
15
Properties=species:S:1:pos:R:3 method="wB97M-V/def2-TZVPD" max_force_ev_per_a=4.32 lumo_energy_ev=0.85 gap_ev=10.1823 energy_ev=-7829.91796 smiles="CCN(C)C=O"
C -0.16762 -1.89202 -0.07960
C 0.69357 -0.66270 0.22179
N 0.09791 0.69697 -0.18275
C 0.27773 1.71363 0.85100
C -0.91774 0.79374 -1.13299
O -1.24448 -0.11403 -1.97242
H 0.40885 -2.89997 0.01745
H -1.17059 -1.94796 0.53236
H -0.53745 -1.89307 -1.17651
H 1.04110 -0.78314 1.35517
H 1.60862 -0.65058 -0.40695
H 1.00759 2.54862 0.41159
H -0.65553 2.11553 1.28284
H 1.02642 1.26301 1.47286
H -1.46838 1.71195 -1.19383

---

(4)
15
Properties=species:S:1:pos:R:3 method="wB97M-V/def2-TZVPD" max_force_ev_per_a=1.90 lumo_energy_ev=0.50 gap_ev=9.8592 energy_ev=-7828.90879 smiles="C=N/C=C/C.O"
C -0.22876 1.68933 1.25578
N -0.25918 0.42150 1.18096
C -0.71352 -0.31254 -0.00355
C -0.52272 0.08374 -1.25061
C -1.18324 -0.41964 -2.50914
H -0.03581 2.35407 0.39365
H -0.53998 2.08260 2.21979
H -1.48666 -0.94602 0.41365
H 0.13616 0.93753 -1.34127
H -0.67869 -1.34019 -2.86574
H -2.21778 -0.75164 -2.49395
H -0.89777 0.37885 -3.21347
O 2.28162 -1.24587 1.42122
H 1.71461 -0.57352 1.04286
H 3.16476 -1.00961 1.12919

---

(5)
15
Properties=species:S:1:pos:R:3 method="wB97M-V/def2-TZVPD" max_force_ev_per_a=2.07 lumo_energy_ev=0.83 gap_ev=9.2928 energy_ev=-7827.90811 smiles=C[C@H]1[C@@H](O)N1C
C -1.88389 -0.97158 -0.01043
C -0.86337 -0.20290 0.75026
C 0.58599 -0.43580 0.61248
O 0.90686 -1.25637 -0.50820
N 0.45894 0.97322 0.51740
C 1.28234 1.64014 -0.44666
H -1.84471 -0.73247 -1.07768
H -1.71560 -2.04649 0.08234
H -2.88771 -0.75180 0.35493
H -1.26061 0.36154 1.58504
H 1.16999 -0.82131 1.46357
H 1.48143 -1.23239 -1.27720
H 2.33732 1.53226 -0.14928
H 1.19989 1.24189 -1.46627
H 1.03314 2.70208 -0.43030

---

(6)
15
Properties=species:S:1:pos:R:3 method="wB97M-V/def2-TZVPD" max_force_ev_per_a=4.35 lumo_energy_ev="0.78 / 0.78" gap_ev="8.4490 / 8.4374" energy_ev=-7825.54556
C -0.76620 0.72991 1.22137
C -0.63089 -0.17323 0.33396
C 1.08563 -1.87153 -0.20994
C -0.43747 -1.41838 -0.25405
N -0.09133 2.46288 -0.50528
O 0.13835 1.33508 -1.17802
H -0.71064 1.81568 0.91046
H -0.72213 0.50010 2.27302
H 1.69660 -1.20372 -0.78742
H 1.13873 -2.82866 -0.79567
H 1.24934 -2.03537 0.90515
H -0.99410 -2.09761 0.48502
H -0.72399 -1.41326 -1.30726
H 0.69289 3.07835 -0.34583
H -0.92479 3.11975 -0.74550

---

(7)
15
Properties=species:S:1:pos:R:3 method="wB97M-V/def2-TZVPD" max_force_ev_per_a=2.57 lumo_energy_ev=1.01 gap_ev=9.9443 energy_ev=-7829.22118 smiles="[H]/N=C/C.CC=O"
H 0.24612 1.62042 0.85724
N 0.52314 0.84602 0.22553
C 1.61757 0.21525 0.37313
C 1.88871 -1.16207 -0.22531
H 2.49000 0.70336 0.82144
H 2.93923 -1.14943 -0.49278
H 1.43846 -1.36531 -1.16337
H 1.44110 -1.94427 0.46267
C -2.21420 0.80173 -0.08108
C -1.19179 -0.35792 -0.09279
O -1.03325 -1.04441 0.87042
H -1.78543 1.69644 -0.42471
H -2.53159 1.08062 0.94323
H -3.03157 0.68141 -0.89892
H -0.79650 -0.62183 -1.17471

---

(8)
15
Properties=species:S:1:pos:R:3 method="wB97M-V/def2-TZVPD" max_force_ev_per_a=4.67 lumo_energy_ev=-2.28 gap_ev=5.1311 energy_ev=-7826.88707
N -1.14156 -0.79636 -1.29805
C 0.15127 -0.32788 -1.24704
C 0.69265 0.07632 0.01041
C 2.16804 0.49942 -0.04665
C 0.12418 0.14813 1.23461
O -2.93453 -0.26514 0.62871
H -1.55629 -0.97804 -0.32665
H 0.74356 0.04614 -2.05979
H -0.96174 0.13957 1.34619
H 2.25292 1.50471 -0.44045
H 2.48879 0.56801 0.99570
H 2.70226 -0.28542 -0.57628
H -3.62848 -0.36796 1.27404
H -1.76365 -0.07997 -1.68169
H 0.66259 0.11849 2.18694

---

(9)
15
Properties=species:S:1:pos:R:3 method="wB97M-V/def2-TZVPD" max_force_ev_per_a=5.23 lumo_energy_ev=0.95 gap_ev=10.8919 energy_ev=-7830.26840 smiles="[H]/N=C(/C)OCC"
H 0.88653 2.06710 0.57257
N 1.63064 1.29868 0.39964
C 1.21074 0.16107 -0.01645
C 2.22497 -1.02534 -0.07670
O -0.00131 -0.33314 -0.46713
C -1.13785 0.52513 -0.41443
C -2.27101 -0.18297 0.18939
H 3.11632 -0.64923 -0.45574
H 2.21095 -1.35557 0.86774
H 1.77568 -1.69520 -0.79667
H -0.93140 1.24722 0.34583
H -1.11433 0.94850 -1.43352
H -2.77215 -0.99617 -0.31697
H -1.81478 -0.55172 1.12731
H -3.01301 0.54164 0.47512

---

(10)
15
Properties=species:S:1:pos:R:3 method="wB97M-V/def2-TZVPD" max_force_ev_per_a=0.44 lumo_energy_ev=0.97 gap_ev=7.6996 energy_ev=-7827.34018
C 2.32737 0.31473 0.68680
C 1.43406 0.37952 -0.50725
N 0.03896 0.20088 -0.31108
C -0.56063 -0.27496 0.72841
O -1.86073 -0.65490 0.73644
C -2.59332 -0.40046 -0.44646
H 2.30248 -0.68077 1.15874
H 3.36579 0.53143 0.42122
H 2.02644 1.03702 1.46799
H 0.34255 -0.33502 -1.24500
H 1.61104 1.12730 -1.27489
H -0.07273 -0.42226 1.68730
H -3.63046 -0.65167 -0.21810
H -2.23958 -1.02159 -1.27964
H -2.51632 0.65403 -0.74086

---

(11)
15
Properties=species:S:1:pos:R:3 method="wB97M-V/def2-TZVPD" max_force_ev_per_a=0.36 lumo_energy_ev=1.05 gap_ev=10.7128 energy_ev=-7830.29011 smiles=C[C@H]1N[C@H]1CO
C -1.91008 0.37346 0.43702
C -0.93152 0.04640 -0.66428
N 0.12535 1.01388 -0.95144
C 0.49385 -0.32152 -0.47426
C 1.24393 -0.42092 0.83454
O 2.60435 -0.74307 0.58986
H -2.39887 -0.53480 0.80732
H -1.41816 0.87507 1.27489
H -2.69084 1.04287 0.05702
H -1.39896 -0.42513 -1.53119
H 0.27218 1.11126 -1.95163
H 0.91650 -1.02683 -1.19280
H 0.85774 -1.24016 1.44936
H 1.14871 0.51567 1.40094
H 2.98189 -0.02510 0.06582

---

(12)
15
Properties=species:S:1:pos:R:3 method="wB97M-V/def2-TZVPD" max_force_ev_per_a=0.64 lumo_energy_ev="0.63 / 0.61" gap_ev="8.1580 / 7.8548" energy_ev=-7826.06672
C -1.52600 -1.51170 0.70932
O -0.51806 -0.83699 0.21183
C 0.12235 0.15213 0.74916
C 1.16095 0.82255 -0.05270
C 1.82808 0.12684 -1.18480
N 0.90684 1.22755 -1.44161
H -1.85159 -2.33675 0.09405
H -2.47516 0.49412 0.65926
H -1.71233 -1.44787 1.77564
H -0.03254 0.35277 1.80487
H -2.00497 1.09403 0.70014
H 1.72836 1.55508 0.51688
H 1.50173 -0.88967 -1.39735
H 2.87191 0.33185 -1.41226
H 0.00043 0.86606 -1.73245

---

ΔE to the lowest compared entry with this formula, charge and spin per entry: 358.0 72.6 231.8 329.1 425.7 653.6 299.0 524.2 197.9 480.5 195.8 603.3 kJ/mol